C16H23AuBrIN2O2P2 as an isolated structure. Source: the OMol25 dataset; level of theory: wB97M-V/def2-TZVPD.

Cartesian coordinates (Å):
Au  0.612  0.470  -0.529
I  -4.010  -3.634  1.134
Br  2.752  -0.072  0.873
P  -0.368  1.093  -2.512
P  0.302  2.667  0.100
O  0.894  -1.285  -1.516
O  1.334  -3.421  -1.715
N  -1.281  -0.653  2.292
N  -0.949  -0.690  0.989
C  1.852  3.583  0.045
C  0.573  0.465  -3.894
C  -0.835  3.399  -1.125
C  -1.746  -1.609  0.454
C  -2.262  -1.526  2.590
C  1.247  -2.469  -0.994
C  1.755  -3.331  3.213
C  2.218  -2.104  2.755
C  1.020  -3.880  0.992
C  -2.600  -2.164  1.417
C  -0.399  2.853  1.744
C  1.155  -4.214  2.332
C  -0.442  2.911  -2.521
C  2.046  -1.799  1.421
C  -2.043  0.441  -2.594
C  1.456  -2.652  0.496
H  1.650  4.641  0.221
H  0.546  3.281  -2.807
H  -1.356  2.334  1.797
H  2.721  -1.418  3.422
H  1.885  -3.595  4.254
H  -1.145  3.242  -3.288
H  -2.637  -1.641  3.593
H  0.622  -0.622  -3.821
H  0.291  2.442  2.482
H  0.806  -5.177  2.681
H  -1.847  3.075  -0.868
H  0.585  -4.578  0.290
H  -2.567  0.912  -3.428
H  -1.992  -0.634  -2.774
H  -1.658  -1.872  -0.588
H  2.520  3.219  0.826
H  0.066  0.759  -4.816
H  -2.587  0.621  -1.668
H  -0.748  -0.099  2.940
H  1.585  0.870  -3.884
H  -0.813  4.488  -1.053
H  2.344  3.465  -0.920
H  -0.551  3.911  1.964

Summary:
Lowest unoccupied orbital energy   -7.9 eV
ΔE to the lowest compared entry with this formula, charge and spin   62.2 kcal per mole
Orbital gap   6.09 eV
HOMO energy   -13.95 eV
Total charge   +2
Total energy   -124439.123 eV